1.
A molecular structure, C22H64Cl2N15O32P2, computed with ωB97M-V with the def2-TZVPD basis set.

Structure (XYZ):
```
137
Properties=species:S:1:pos:R:3
C 0.90677 -0.84761 1.48038
O -0.36086 -0.95238 2.12888
C -1.05809 -2.11267 1.68756
C -0.53259 -3.41292 2.37072
C -0.49708 -4.61843 1.40854
P 1.25831 -5.19501 0.92840
P 1.83815 -5.47682 3.09333
O 0.71045 -6.09077 3.92436
C 0.88835 -5.19011 -0.98804
Cl -0.49863 -6.27797 -1.45409
C 0.71295 -3.77597 -1.52714
C 0.25306 -3.65647 -3.00722
Cl 2.29749 -2.86674 -1.43686
H 0.85512 -1.19372 0.44864
H 1.62938 -1.44604 2.04672
H 1.22455 0.19571 1.57038
H -0.99675 -2.19669 0.59848
H -2.12162 -2.04076 1.94085
H 0.43107 -3.15249 2.81656
H -1.21262 -3.66140 3.18861
H -1.00501 -5.46717 1.87685
H -1.10598 -4.35904 0.53320
H 1.67170 -3.79426 0.91570
H 2.65735 -5.54692 0.60295
H 0.87411 -6.61059 0.95259
H 2.96050 -6.34062 3.17764
H 2.25654 -4.23907 3.68634
H 1.75376 -5.63924 -1.48330
H -0.00879 -3.20210 -0.94838
H 0.37363 -4.58936 -3.54805
H -0.79215 -3.33945 -3.00701
H 0.82551 -2.85463 -3.46319
C -1.95806 1.35442 1.90856
N -2.17102 1.21951 0.43386
O -1.50818 0.43466 -0.20108
O -3.02127 1.94212 -0.07274
H -1.16302 0.65435 2.28458
H -1.67490 2.39159 2.07402
H -2.90800 1.13228 2.38305
C -0.13108 1.44300 -2.27146
N -0.12669 0.59472 -3.49405
O -0.19802 1.13856 -4.58162
O -0.06170 -0.59619 -3.28976
H -0.20130 2.48735 -2.54436
H -0.99232 1.13709 -1.68400
H 0.79269 1.24155 -1.73645
C 3.23633 -8.08549 -4.49818
N 2.44389 -6.87198 -4.16243
O 1.48080 -6.62103 -4.85747
O 2.82655 -6.22596 -3.21123
H 2.78578 -8.56313 -5.36035
H 4.25029 -7.76257 -4.71401
H 3.21209 -8.73895 -3.63111
C 0.84366 6.28469 -1.03331
N 0.59249 4.82923 -1.18148
O 0.42847 4.39497 -2.30631
O 0.55693 4.16194 -0.16505
H 0.83560 6.73005 -2.01465
H 0.04832 6.68599 -0.41715
H 1.80990 6.41135 -0.55243
C -4.82409 0.68964 1.31078
N -4.53793 -0.23483 2.44550
O -3.71936 0.11145 3.27732
O -5.14352 -1.28784 2.46925
H -4.21711 1.57240 1.42409
H -4.57683 0.16898 0.39641
H -5.88155 0.93521 1.34935
C 1.66200 4.53653 3.75921
N 0.82795 5.73221 3.46180
O 0.98411 6.27764 2.39071
O 0.03927 6.08135 4.31829
H 2.30733 4.34815 2.90958
H 2.24082 4.75684 4.65118
H 0.98724 3.70299 3.92942
C -2.50324 4.32121 -1.19170
N -3.86921 3.84343 -0.84437
O -4.03592 3.34558 0.25847
O -4.72877 3.97715 -1.68502
H -1.85083 4.13407 -0.34403
H -2.17450 3.76789 -2.07540
H -2.57122 5.38352 -1.40528
C -1.91592 2.32698 -5.86791
N -2.69221 3.16874 -4.92504
O -3.84170 3.42853 -5.19603
O -2.10563 3.54719 -3.92214
H -2.55026 2.05878 -6.70484
H -1.06236 2.90692 -6.19517
H -1.60051 1.44560 -5.31986
C -2.34248 9.02729 -3.43589
N -1.34306 8.07932 -2.87288
O -1.17543 7.01527 -3.43600
O -0.74557 8.41969 -1.87189
H -2.78449 8.57700 -4.31714
H -3.09154 9.20363 -2.66972
H -1.81687 9.94456 -3.68457
C 5.14303 -1.83856 0.38864
N 5.20502 -2.48204 1.73047
O 6.00074 -2.02543 2.53754
O 4.46342 -3.41334 1.93057
H 5.86268 -1.02789 0.36904
H 5.38457 -2.59587 -0.35105
H 4.13135 -1.46939 0.24612
C -0.59763 -8.92600 4.57779
N -0.96785 -10.32741 4.92230
O -1.12594 -11.11909 4.01385
O -1.08945 -10.59582 6.10349
H -0.52459 -8.83426 3.50157
H -1.37363 -8.27684 4.96952
H 0.35640 -8.71066 5.04672
C -1.38508 8.24694 6.80833
N -0.54726 9.17371 7.61636
O -0.29484 8.85728 8.76127
O -0.17058 10.19064 7.07011
H -1.64345 7.39196 7.42152
H -2.27355 8.79214 6.50466
H -0.79932 7.94337 5.94508
C 0.23743 6.74814 -6.27751
N 0.61686 5.49053 -6.97891
O -0.16729 4.56042 -6.95771
O 1.69669 5.47961 -7.52823
H -0.74584 6.62989 -5.83890
H 0.98577 6.92706 -5.51150
H 0.24178 7.54061 -7.02062
C -2.69528 -0.80844 -2.18827
N -3.56532 0.35772 -2.49661
O -3.43178 0.89761 -3.57750
O -4.34617 0.70494 -1.62969
H -2.04491 -0.98751 -3.03745
H -2.12229 -0.54734 -1.30124
H -3.33506 -1.66609 -2.00058
C 6.24590 -6.71113 4.91209
N 6.13425 -7.32359 3.56091
O 6.91545 -8.21339 3.27338
O 5.26483 -6.88500 2.84490
H 7.05759 -7.19438 5.44349
H 6.44235 -5.65203 4.77342
H 5.29757 -6.86655 5.41832
```

As for the total energy: -155297.585 eV. Its multiplicity is 1. The max |F| is 8.17 eV/A. The LUMO energy comes out at 0.47 eV. As for the charge: -1.

***

2.
9 unconnected molecules or ions with the total composition C22H64N2O16, computed with ωB97M-V with the def2-TZVPD basis set.

Structure (XYZ):
```
104
Properties=species:S:1:pos:R:3
C -2.45527 -5.18049 -1.87636
O -2.76251 -3.93182 -1.35730
C -1.69026 -3.23163 -0.74146
C -1.95437 -3.18587 0.73670
C -3.26596 -2.35895 0.93681
N -0.89736 -2.38560 1.28666
H -2.27671 -6.02312 -1.20838
H -1.59358 -5.02567 -2.52568
H -3.37422 -5.40471 -2.41797
H -0.74123 -3.72737 -0.94563
H -1.58475 -2.20868 -1.10277
H -2.05340 -4.24732 0.96387
H -3.88958 -2.84002 1.69031
H -3.83915 -2.20843 0.02198
H -3.04930 -1.38619 1.37827
H -0.82346 -1.40833 1.04256
H -1.20975 -2.26026 2.23892
C 2.25650 -0.33071 -6.33559
O 0.78700 -0.39713 -6.38008
C 0.15649 0.78547 -6.09160
C -0.12841 1.06036 -4.66622
C -0.81164 -0.11013 -3.91486
N -1.19384 2.00292 -4.47047
H 2.66499 -1.33985 -6.38921
H 2.58942 0.08010 -5.38244
H 2.58396 0.37500 -7.09904
H 0.66229 1.66410 -6.49196
H -0.79486 0.61963 -6.59711
H 0.79202 1.35921 -4.16464
H -0.17921 -0.97798 -4.10187
H -1.75073 -0.33801 -4.41912
H -0.97656 -0.04840 -2.83918
H -0.72914 2.82163 -4.83636
H -1.26432 2.26268 -3.49699
O 0.93624 0.02790 -0.98210
C 1.31665 0.41098 0.36471
C 0.19371 1.24292 1.09373
O -0.97459 0.47199 1.40250
H 0.02075 -0.25193 -0.91028
H 1.55550 -0.59471 0.71059
H 2.27382 0.91583 0.49532
H -0.02494 2.15013 0.53046
H 0.61015 1.52529 2.06065
H -1.69365 1.10776 1.42117
O -5.15020 3.59999 -0.33257
C -4.33739 2.55998 -0.75121
C -4.45772 1.44990 0.33941
O -3.66072 1.90246 1.43138
H -6.08439 3.38195 -0.36935
H -4.79238 2.36315 -1.72196
H -3.34207 2.90055 -1.03659
H -4.26450 0.45672 -0.06601
H -5.43439 1.39527 0.82029
H -4.21524 2.53834 1.88938
O -2.65976 0.41915 5.34612
C -2.52641 1.72945 4.70974
C -1.67661 2.73844 5.52398
O -0.35830 2.56165 5.15305
H -3.42078 0.05203 4.89042
H -2.18837 1.61757 3.67954
H -3.53360 2.12103 4.56713
H -1.71178 2.44769 6.57390
H -2.13688 3.72600 5.49260
H 0.10224 2.70002 5.98392
O 3.75501 -2.94318 3.02768
C 4.28564 -2.04093 2.03258
C 5.57009 -1.30557 2.45246
O 5.32190 -0.22445 3.24817
H 3.13013 -3.48403 2.53921
H 4.49874 -2.63281 1.14243
H 3.50243 -1.32143 1.79380
H 6.01480 -0.84227 1.57172
H 6.45797 -1.86850 2.74036
H 5.38383 0.60956 2.77679
O 0.43592 2.92022 -1.85156
C 0.76090 4.24810 -1.83563
C -0.17999 5.22190 -2.61276
O -0.12558 4.87801 -3.97095
H 1.18207 2.31929 -1.79041
H 0.93506 4.59967 -0.81870
H 1.74349 4.18902 -2.30375
H 0.40570 6.12840 -2.46009
H -1.19334 5.38953 -2.24789
H -0.83940 5.25984 -4.48697
O 0.33308 -0.33344 5.63909
C 0.42394 -1.34902 4.65978
C -0.40658 -2.51020 5.25922
O -1.79625 -2.37341 5.19747
H -0.23835 0.39923 5.39772
H 0.11679 -1.02159 3.66653
H 1.47791 -1.58246 4.50894
H -0.14691 -2.72348 6.29613
H -0.12469 -3.27476 4.53528
H -2.00501 -1.54778 5.64057
O 3.90089 -0.22205 -1.39504
C 3.80690 -1.56158 -1.78901
C 5.21698 -2.15861 -1.93274
O 6.04551 -1.37968 -2.79739
H 3.00089 0.11126 -1.37252
H 3.34972 -2.15340 -0.99602
H 3.23760 -1.74393 -2.70046
H 5.26077 -3.23548 -2.09560
H 5.73469 -2.08197 -0.97660
H 6.19976 -0.50004 -2.44521
```

As for the total energy: -59583.049 eV. Its multiplicity is 1. The max |F| is 4.40 eV/A. The calculation puts the energy above the lowest of the compared OMol25 structures with the same formula, charge and spin at 484.00 kJ/mol. The LUMO energy comes out at 0.15 eV.